{
  "formula": "C47H102BF4N5O6",
  "method": "wB97M-V/def2-TZVPD",
  "symbols": ["C", "C", "C", "N", "C", "C", "C", "C", "C", "C", "H", "H", "H", "H", "H", "H", "H", "H", "H", "H", "H", "H", "H", "H", "H", "H", "H", "H", "H", "H", "C", "C", "C", "N", "C", "C", "C", "C", "C", "C", "H", "H", "H", "H", "H", "H", "H", "H", "H", "H", "H", "H", "H", "H", "H", "H", "H", "H", "H", "H", "C", "C", "C", "N", "C", "C", "C", "C", "C", "C", "H", "H", "H", "H", "H", "H", "H", "H", "H", "H", "H", "H", "H", "H", "H", "H", "H", "H", "H", "H", "C", "C", "C", "N", "C", "C", "C", "C", "C", "C", "H", "H", "H", "H", "H", "H", "H", "H", "H", "H", "H", "H", "H", "H", "H", "H", "H", "H", "H", "H", "C", "C", "C", "N", "C", "C", "C", "C", "C", "C", "H", "H", "H", "H", "H", "H", "H", "H", "H", "H", "H", "H", "H", "H", "H", "H", "H", "H", "H", "H", "B", "F", "F", "F", "F", "O", "C", "O", "O", "H", "O", "C", "O", "O", "H"],
  "coordinates": [[-3.3725, -6.0339, 5.0650], [-2.9838, -5.0609, 3.9521], [-4.2178, -4.3135, 3.4675], [-3.9781, -3.2217, 2.4579], [-5.3460, -2.5744, 2.2298], [-6.2293, -3.2862, 1.2364], [-5.5306, -3.8568, 0.0145], [-4.2177, -4.5573, 0.3292], [-3.3434, -3.6442, 1.1706], [-3.1352, -2.1211, 3.0299], [-4.0314, -6.8021, 4.6566], [-3.9468, -5.5259, 5.8393], [-2.4789, -6.4998, 5.4694], [-2.5566, -5.5994, 3.1018], [-2.2404, -4.3369, 4.2839], [-4.6971, -3.7996, 4.3014], [-4.9736, -4.9846, 3.0614], [-5.8652, -2.3385, 3.1567], [-5.0714, -1.5834, 1.8559], [-6.7202, -4.1478, 1.7114], [-7.0607, -2.6796, 0.8821], [-6.1671, -4.5935, -0.4846], [-5.4087, -3.0815, -0.7483], [-4.4068, -5.4893, 0.8677], [-3.7276, -4.8003, -0.6132], [-2.5057, -4.2785, 1.4760], [-2.9298, -2.7851, 0.6572], [-3.0035, -1.3230, 2.3071], [-2.1656, -2.5422, 3.2774], [-3.6420, -1.8113, 3.9410], [3.8627, 5.0269, -3.0294], [2.7859, 4.0173, -2.6200], [3.0942, 3.0877, -1.4563], [2.7233, 3.6115, -0.0922], [1.2142, 3.6110, -0.0941], [0.5797, 3.7936, 1.2755], [1.1766, 2.8861, 2.3294], [2.6867, 2.9187, 2.3277], [3.1960, 2.6072, 0.9206], [3.2376, 4.9847, 0.1609], [4.0222, 5.0208, -4.1047], [4.8202, 4.9227, -2.5177], [3.5416, 6.0390, -2.7711], [2.4697, 3.3861, -3.4587], [1.8285, 4.5481, -2.5557], [4.1828, 3.0169, -1.3837], [2.5762, 2.1479, -1.6121], [0.8575, 2.6176, -0.3927], [0.8292, 4.3440, -0.7964], [-0.5008, 3.6337, 1.2458], [0.7888, 4.8364, 1.5435], [0.8730, 1.8436, 2.1737], [0.7643, 3.1403, 3.3077], [3.1614, 2.1629, 2.9693], [3.0964, 3.8084, 2.8188], [2.9337, 1.6154, 0.5582], [4.2834, 2.7163, 0.9882], [4.3233, 4.9360, 0.1457], [2.8712, 5.3156, 1.1250], [2.8244, 5.6151, -0.6194], [0.1395, 5.3038, -4.7894], [-1.1773, 4.7177, -4.3000], [-1.0940, 3.9279, -2.9716], [-2.3491, 3.1735, -2.6853], [-2.3132, 2.7807, -1.1892], [-2.6131, 3.9481, -0.2545], [-3.8717, 4.6760, -0.6635], [-3.8467, 5.0875, -2.1209], [-3.6486, 3.8606, -2.9866], [-2.2683, 1.9006, -3.4665], [0.7007, 5.9593, -4.1225], [-0.0830, 5.9071, -5.6694], [0.7995, 4.4862, -5.0928], [-1.6010, 4.0715, -5.0674], [-1.8966, 5.4951, -4.0450], [-0.9621, 4.6828, -2.1967], [-0.2375, 3.2532, -2.9522], [-1.3225, 2.3782, -1.0128], [-3.1406, 2.0711, -1.1344], [-1.7382, 4.6103, -0.2079], [-2.7182, 3.6152, 0.7864], [-4.0534, 5.5583, -0.0443], [-4.7342, 4.0571, -0.3964], [-3.0670, 5.8292, -2.3091], [-4.8139, 5.5183, -2.3843], [-3.6962, 4.0941, -4.0488], [-4.4082, 3.1038, -2.7771], [-1.5339, 1.2809, -2.9543], [-2.0017, 2.0646, -4.5070], [-3.2267, 1.3826, -3.4116], [-1.9076, -1.9855, -6.0246], [-1.4824, -2.8835, -4.8584], [-0.3662, -2.2593, -4.0623], [0.1426, -3.0000, -2.8314], [1.1202, -2.0664, -2.1806], [1.8061, -2.7354, -1.0161], [2.4883, -4.0308, -1.4826], [1.4778, -4.9593, -2.1525], [0.6506, -4.3336, -3.2758], [-1.0424, -3.1557, -1.9232], [-1.0796, -1.5277, -6.5614], [-2.6089, -1.2289, -5.6715], [-2.4919, -2.6138, -6.6964], [-1.1796, -3.8649, -5.2313], [-2.3637, -3.0586, -4.2429], [-0.6598, -1.2714, -3.6946], [0.5007, -2.0546, -4.6964], [1.8169, -1.6521, -2.9166], [0.5486, -1.1687, -1.9320], [2.5705, -2.0082, -0.7312], [1.1173, -2.9552, -0.2041], [3.3814, -3.8346, -2.0777], [2.8018, -4.5394, -0.5667], [2.0243, -5.8404, -2.4948], [0.8009, -5.3582, -1.3910], [1.3184, -4.1549, -4.1191], [-0.1664, -4.9941, -3.5369], [-1.8750, -3.6238, -2.4322], [-1.2905, -2.1545, -1.5766], [-0.7708, -3.8024, -1.0933], [1.8546, -0.1942, 4.2727], [2.5776, -0.9506, 3.1530], [3.9653, -1.2750, 3.6953], [4.9580, -1.8927, 2.7278], [5.1108, -1.0346, 1.5119], [5.8855, 0.2670, 1.7188], [7.2166, 0.1023, 2.4476], [7.1014, -0.8072, 3.6473], [6.3310, -2.0879, 3.3669], [4.5252, -3.2542, 2.2953], [2.4721, 0.6815, 4.4999], [1.5242, -0.7810, 5.1220], [0.9647, 0.3284, 3.9030], [2.7128, -0.3559, 2.2595], [2.0331, -1.8868, 3.0280], [3.9655, -1.9389, 4.5637], [4.4995, -0.3894, 4.0417], [4.1220, -0.8119, 1.1165], [5.5532, -1.6597, 0.7308], [5.2284, 0.8557, 2.3693], [5.9961, 0.6983, 0.7264], [7.5396, 1.1142, 2.6950], [7.9826, -0.2512, 1.7506], [6.6153, -0.3257, 4.5001], [8.0762, -1.1243, 4.0186], [6.0478, -2.6076, 4.2843], [6.8925, -2.7931, 2.7563], [3.4951, -3.2785, 1.9511], [4.5417, -3.8282, 3.2257], [5.2283, -3.6862, 1.5933], [-0.5470, -0.2919, 0.7276], [-1.1453, 0.0184, -0.4895], [-0.7037, -1.6747, 0.9715], [0.8640, -0.0437, 0.6743], [-1.0404, 0.4655, 1.7806], [-4.2253, -0.6304, -0.2335], [-4.2420, -0.1326, -1.5620], [-3.4779, -0.7988, -2.3344], [-5.0447, 0.7365, -1.8752], [-3.5698, -1.2775, -0.5717], [-1.5897, 2.3818, 3.7999], [-2.0388, 3.6946, 3.6138], [-2.3837, 3.9322, 2.4078], [-1.9494, 4.4745, 4.5522], [-1.5775, 2.0953, 2.8765]],
  "mulliken_charge": [-1.419, -0.001, -1.012, 0.698, -0.420, -0.796, -0.430, -0.857, 0.850, -1.242, 0.348, 0.360, 0.401, 0.257, 0.291, 0.471, 0.485, 0.482, 0.353, 0.391, 0.447, 0.516, -0.001, 0.355, 0.365, 0.395, -1.277, 0.277, 0.424, 0.415, -1.793, -0.114, -0.176, 0.602, -0.478, 0.137, 0.194, -1.046, -0.337, -0.891, 0.381, 0.369, 0.432, 0.685, -0.500, 0.664, 0.114, -0.287, 0.649, -0.837, 0.524, -0.994, 1.017, 0.207, 0.492, -0.181, 0.685, 0.251, 0.560, 0.248, -1.443, -0.888, -0.473, 1.127, 0.633, -1.165, -1.169, -0.537, -0.773, -1.278, 0.295, 0.461, 0.346, 0.365, 0.265, 0.504, 0.346, -0.499, 0.079, 0.460, 0.499, 0.433, 0.327, 0.278, 0.486, 0.475, 0.639, 0.074, 0.415, 0.402, -1.436, -0.106, -0.425, 0.923, -0.520, 0.850, -0.808, -0.950, -0.735, -0.820, 0.373, 0.291, 0.406, 0.427, 0.116, -0.137, 0.615, 0.575, -0.335, -0.221, -0.163, 0.363, 0.310, 0.534, 0.329, 0.407, 0.448, 0.442, -0.306, 0.451, -1.620, 1.465, -1.405, 0.312, -0.341, -0.092, -1.176, -0.682, -0.626, -0.913, 0.381, 0.502, 0.149, -0.643, 0.296, 0.398, 0.522, -0.066, 0.610, -0.238, 0.574, 0.431, 0.426, 0.369, 0.438, 0.413, 0.461, 0.158, 0.420, 0.462, -0.446, 0.297, -0.290, 0.494, 0.035, -0.325, 0.641, -0.684, -0.691, -0.122, -0.552, 0.483, -0.714, -0.707, 0.309],
  "charge": 2,
  "molar_mass_g_mol": 920.17,
  "max_force_ev_per_a": 2.3,
  "lumo_ev": -4.36,
  "relative_energy_kcal_mol": 0.0,
  "energy_ha": -3001.23960,
  "orbital_gap_ev": 5.73
}



{
  "formula": "C8H9NS2",
  "method": "wB97M-V/def2-TZVPD",
  "symbols": ["C", "C", "C", "C", "C", "C", "C", "C", "N", "S", "S", "H", "H", "H", "H", "H", "H", "H", "H", "H"],
  "coordinates": [[1.0203, 1.0424, 0.0887], [-0.1498, 1.1298, 0.2608], [2.5276, -1.5491, -0.4027], [3.6091, -1.9878, 0.2999], [2.3344, 0.8942, -0.3620], [2.4887, -0.3575, -1.2714], [-2.5545, 0.4981, 0.0752], [-1.3934, 1.1283, 0.9245], [3.1483, 1.8200, -0.1406], [4.4150, 2.5904, -0.4326], [4.8443, -0.8784, 0.5514], [1.6870, -2.1996, -0.3934], [3.5406, -2.8096, 1.0198], [3.4200, -0.4411, -1.8279], [1.5844, -0.2576, -1.8824], [-3.1847, -0.2471, 0.8084], [-2.0863, -0.2045, -0.6569], [-3.2746, 1.1008, -0.4823], [-1.2814, 0.6742, 1.8270], [-1.4440, 2.1718, 1.3119]],
  "mulliken_charge": [-0.460, 0.708, -0.262, -0.286, -0.026, -0.785, -0.968, -0.530, -0.150, -0.133, -0.165, 0.363, 0.337, 0.337, 0.433, 0.251, 0.286, 0.288, 0.389, 0.372],
  "molar_mass_g_mol": 183.30,
  "max_force_ev_per_a": 3.8,
  "lumo_ev": [-0.67, -1.83],
  "relative_energy_kcal_mol": 140.0,
  "energy_ha": -1161.14835,
  "orbital_gap_ev": [7.39, 6.23]
}



{
  "formula": "C20H30FN5O4Pt",
  "method": "wB97M-V/def2-TZVPD",
  "symbols": ["Pt", "C", "C", "N", "C", "C", "C", "O", "O", "C", "O", "C", "C", "C", "F", "C", "C", "C", "N", "C", "C", "N", "C", "C", "H", "H", "H", "H", "H", "H", "H", "H", "H", "H", "H", "H", "H", "H", "H", "H", "H", "H", "C", "C", "O", "H", "H", "H", "N", "C", "C", "N", "H", "H", "H", "H", "H", "H", "H", "H", "H"],
  "coordinates": [[-0.1257, -1.0982, 0.7947], [0.4670, -1.5838, -6.9762], [0.3654, -2.7081, -5.9545], [-0.1847, -2.2480, -4.6760], [0.6777, -1.9111, -3.6901], [0.2874, -1.4211, -2.4869], [1.1705, -1.1005, -1.3002], [1.4918, -2.0604, -0.5642], [1.2657, 0.1099, -0.9908], [-1.0972, -1.3142, -2.1593], [-1.5206, -0.9720, -1.0220], [-2.0135, -1.6451, -3.2312], [-3.3922, -1.5346, -3.0181], [-4.2714, -1.8683, -4.0066], [-5.5881, -1.7961, -3.7416], [-3.8364, -2.3035, -5.2740], [-2.4721, -2.4019, -5.4862], [-1.5396, -2.1037, -4.4767], [-4.7134, -2.6459, -6.3295], [-4.7204, -4.0271, -6.7927], [-4.9258, -4.0246, -8.3181], [-5.5752, -2.7255, -8.6922], [-6.6772, -2.3874, -7.7422], [-6.0583, -2.0802, -6.3657], [0.8768, -1.9678, -7.9092], [1.1289, -0.7984, -6.6139], [-0.5039, -1.1351, -7.1832], [1.3530, -3.1188, -5.7507], [-0.2408, -3.5405, -6.3143], [1.7259, -2.0562, -3.9124], [-3.7547, -1.2103, -2.0536], [-2.1326, -2.6976, -6.4675], [-5.5155, -4.6040, -6.3034], [-3.7762, -4.5076, -6.5495], [-5.5812, -4.8302, -8.6458], [-3.9855, -4.0882, -8.8633], [-5.9161, -2.7591, -9.6536], [-4.8683, -1.9892, -8.6301], [-7.3367, -3.2540, -7.7092], [-7.2365, -1.5410, -8.1349], [-6.7231, -2.4911, -5.6014], [-5.9884, -1.0039, -6.2068], [-2.4069, -1.2743, 2.3198], [-1.3756, -0.2289, 1.9058], [-1.3320, 0.9103, 2.2773], [-2.3897, -1.3681, 3.4048], [-2.2381, -2.2523, 1.8625], [-3.3858, -0.9084, 2.0076], [1.4600, 4.5565, 1.3076], [2.4345, 3.4634, 1.2831], [1.6592, 2.1364, 1.3189], [0.5600, 2.2623, 0.3232], [1.8471, 5.4093, 0.9251], [1.1567, 4.7643, 2.2527], [0.3321, 3.2831, 0.3608], [3.1580, 3.4787, 2.1004], [3.0060, 3.5293, 0.3553], [1.1945, 1.9729, 2.2918], [2.2677, 1.2747, 1.0584], [0.8680, 1.9567, -0.6038], [-0.2485, 1.6820, 0.5570]],
  "mulliken_charge": [0.825, -1.004, -1.001, 0.129, -0.044, 0.012, -0.353, -0.729, -0.674, 1.566, -1.023, 0.779, -0.645, 0.496, -0.323, -1.679, -0.505, 0.130, 0.257, -0.582, -0.766, -0.148, -0.724, -0.691, 0.381, 0.344, 0.311, 0.455, 0.438, 0.503, 0.566, 0.641, 0.317, 0.497, 0.373, 0.412, 0.335, 0.379, 0.360, 0.376, 0.428, 0.505, -1.178, 0.686, -0.564, 0.353, 0.387, 0.308, -0.566, -0.638, -0.443, 0.010, 0.224, 0.197, 0.505, 0.368, 0.402, 0.312, 0.320, 0.347, 0.043],
  "charge": 2,
  "molar_mass_g_mol": 618.57,
  "max_force_ev_per_a": 0.5,
  "lumo_ev": [-5.85, -5.85],
  "relative_energy_kcal_mol": 36.7,
  "energy_ha": -1573.48370,
  "orbital_gap_ev": [7.41, 7.41]
}